C24H16N2O5PRhS4Te as an isolated structure. Source: the Open Molecules 2025 dataset; level of theory: ωB97M-V with the def2-TZVPD basis set.

Element x y z (Å)
1 Rh -1.27410 -0.64411 -0.46166
2 O 3.36327 0.78614 3.23848
3 C 2.30717 0.25634 2.56054
4 C 2.49159 -0.64830 1.52049
5 C 1.38136 -1.09888 0.84030
6 N 0.15708 -0.70339 1.16400
7 C -0.03050 0.14179 2.17318
8 C 1.01979 0.64354 2.91117
9 C -1.48736 0.54705 2.38579
10 O -1.80341 1.06939 3.45040
11 O -2.23737 0.27037 1.39759
12 C 1.44870 -2.05401 -0.34989
13 O 2.43270 -2.78592 -0.44687
14 O 0.43455 -1.99749 -1.10666
15 H 4.16988 0.46697 2.82369
16 H 3.47224 -1.00003 1.22262
17 H 0.83402 1.33007 3.72458
18 Te -2.44899 -2.97731 0.22977
19 C -1.80878 -3.13543 2.21981
20 C -0.57493 -3.43783 2.72114
21 C -0.53335 -3.47045 4.14012
22 C -1.74158 -3.20252 4.70612
23 S -2.93052 -2.88435 3.50846
24 H 0.28165 -3.62280 2.08684
25 H 0.35974 -3.68714 4.71120
26 H -2.00557 -3.15059 5.75109
27 S -4.43658 -1.85203 -3.56422
28 C -3.33595 -1.06533 -2.70384
29 N -2.56055 -0.44888 -2.07058
30 S -1.23177 1.53383 -4.64101
31 P -0.89927 2.34690 -2.87558
32 S 0.18051 1.39941 -1.45199
33 C -2.43231 3.07551 -2.16864
34 C -2.88286 2.75996 -0.89503
35 C -4.07462 3.29132 -0.42213
36 C -4.80882 4.16062 -1.21299
37 C -4.34688 4.50298 -2.47873
38 C -3.17095 3.95234 -2.96057
39 C 0.08142 3.87912 -3.22644
40 C 1.04762 3.82691 -4.22856
41 C 1.73959 4.96760 -4.60203
42 C 1.46542 6.18238 -3.98575
43 C 0.52134 6.23865 -2.97267
44 C -0.15824 5.09068 -2.58519
45 H -2.30311 2.09973 -0.26878
46 H -4.41919 3.01256 0.56613
47 H -5.74857 4.56332 -0.85254
48 H -4.91587 5.19608 -3.08826
49 H -2.81786 4.18546 -3.95812
50 H 1.22325 2.88263 -4.72708
51 H 2.48322 4.91941 -5.38932
52 H 1.98592 7.08187 -4.29525
53 H 0.30450 7.18451 -2.48888
54 H -0.88473 5.13937 -1.78496

- net charge = -2

Need the Mulliken charges? In units of e they are:
1 Rh 0.3422
2 O -0.5740
3 C 1.0577
4 C -0.3017
5 C -0.3900
6 N 0.8995
7 C -0.0586
8 C -0.8048
9 C 0.3901
10 O -0.8018
11 O -0.6450
12 C 0.3449
13 O -0.7672
14 O -0.5832
15 H 0.2882
16 H 0.4119
17 H 0.5452
18 Te 0.1859
19 C -0.0861
20 C -0.3223
21 C -0.6283
22 C -0.3925
23 S -0.1365
24 H 0.4864
25 H 0.3636
26 H 0.3647
27 S -0.5015
28 C 0.3546
29 N -0.3850
30 S -0.5147
31 P 1.0672
32 S -0.4997
33 C -0.2181
34 C 0.1125
35 C -0.5601
36 C -0.3452
37 C -0.6385
38 C -0.1765
39 C 0.0301
40 C -0.5023
41 C -0.5748
42 C -0.3354
43 C -0.6404
44 C -0.1837
45 H -0.0057
46 H 0.4568
47 H 0.3529
48 H 0.3556
49 H 0.3604
50 H 0.3095
51 H 0.3499
52 H 0.3509
53 H 0.3530
54 H 0.4398

A 2-piece molecular cluster, C3H10OP2 overall. Source: the Open Molecules 2025 dataset; level of theory: ωB97M-V with the def2-TZVPD basis set.

Element x y z (Å)
1 C 2.51231 -1.76116 -0.63579
2 C -1.81434 -0.16359 1.14423
3 C 1.20706 -1.95418 -0.92056
4 O 0.44930 1.47451 1.05774
5 P -1.86279 2.37646 -0.36299
6 P -0.51100 0.57851 0.01370
7 H 0.97842 2.13540 0.35659
8 H 2.89292 -1.87247 0.34285
9 H 3.18633 -1.44895 -1.43151
10 H -2.15407 0.55817 1.94275
11 H -2.52119 -0.47414 0.29636
12 H -1.56092 -1.04004 1.69976
13 H 0.39874 -2.51653 -0.37764
14 H 1.05853 -1.76708 -1.97784
15 H -1.32828 2.78629 -1.59217
16 H -0.93101 3.08881 0.44452

- SMILES string = CP(O)#[PH2].C=C

Need the Mulliken charges? In units of e they are:
1 C -0.4357
2 C -1.0562
3 C -0.6503
4 O -0.5583
5 P -0.1585
6 P 0.3013
7 H 0.3558
8 H 0.2685
9 H 0.2172
10 H 0.3539
11 H 0.3136
12 H 0.3588
13 H 0.3432
14 H 0.2299
15 H 0.0664
16 H 0.0503

An isolated ion of composition C7H12FN4 and charge +1. Source: the Open Molecules 2025 dataset; level of theory: ωB97M-V with the def2-TZVPD basis set.

Element x y z (Å)
1 C -1.42006 -0.77958 -0.23214
2 C 0.67769 -1.24792 0.31866
3 C 1.97630 0.69320 0.45730
4 C 2.05014 -0.77829 0.61146
5 C 0.37776 0.99070 -0.44344
6 C -2.17940 -3.12040 -0.21756
7 C -0.08416 3.37551 -0.26974
8 N 0.01358 -2.38531 0.30481
9 N -1.28986 -2.11007 -0.06111
10 N -0.19968 -0.28840 -0.19003
11 N -0.35031 1.99012 0.13096
12 F 2.55578 -1.30787 1.75610
13 H -2.26120 -0.44077 -0.75203
14 H 1.96419 1.48120 1.22134
15 H 2.83230 1.16687 -0.13814
16 H 2.70326 -1.20418 -0.19750
17 H 0.68190 1.20638 -1.49443
18 H -2.06028 -3.62707 -1.09686
19 H -2.20584 -3.69872 0.65349
20 H -3.24102 -2.81258 -0.25066
21 H 0.10738 3.31315 -1.37768
22 H -1.00715 3.82390 -0.11932
23 H 0.77909 3.75393 0.22094
24 H -0.42041 2.00624 1.16557

- net charge = +1
- SMILES string = CN[C@H]1C[C@@H](F)c2nn(C)c[n+]21

Need the Mulliken charges? In units of e they are:
1 C -0.0312
2 C -0.0695
3 C -0.8780
4 C 0.6168
5 C -0.2827
6 C -0.8636
7 C -0.9077
8 N -0.7210
9 N 0.4088
10 N 0.2357
11 N -0.3706
12 F -0.3069
13 H 0.4165
14 H 0.3813
15 H 0.2970
16 H 0.2495
17 H 0.4342
18 H 0.3746
19 H 0.3507
20 H 0.3652
21 H 0.3403
22 H 0.3733
23 H 0.3030
24 H 0.2842

C15H4Cl5F6N2O8PdS2 as an isolated structure. Source: the Open Molecules 2025 dataset; level of theory: ωB97M-V with the def2-TZVPD basis set.

Element x y z (Å)
1 Pd -1.07648 0.40975 0.15120
2 Cl -0.99444 1.71953 3.03425
3 C -1.55022 0.08619 2.97782
4 C -1.63578 -0.54741 1.74676
5 C -2.08465 -1.85672 1.69981
6 Cl -2.21187 -2.65398 0.17342
7 C -2.44451 -2.53403 2.86326
8 Cl -3.00198 -4.16200 2.79026
9 C -2.35228 -1.88828 4.09425
10 Cl -2.79297 -2.71585 5.53864
11 C -1.90515 -0.57013 4.15289
12 Cl -1.79257 0.23300 5.67113
13 F -1.87788 1.42876 -5.81758
14 C -2.08950 2.18336 -4.73715
15 F -1.33215 3.27312 -4.82478
16 F -3.37189 2.55493 -4.72723
17 S -1.68256 1.20008 -3.23186
18 O -2.60030 0.10229 -3.23246
19 O -0.27809 0.95734 -3.33212
20 N -1.94541 2.29536 -2.10502
21 S -3.02378 2.29345 -0.97885
22 O -2.93134 3.48463 -0.20114
23 O -3.06848 1.01402 -0.25086
24 C -4.72833 2.36724 -1.69541
25 F -5.59819 2.43015 -0.68579
26 F -4.84654 3.47516 -2.42815
27 F -5.02420 1.31874 -2.44735
28 O 1.58334 1.47746 0.35030
29 C 1.67022 0.25996 0.31998
30 O 0.67474 -0.56150 0.27023
31 C 3.02425 -0.41287 0.34042
32 C 4.16234 0.38351 0.39041
33 C 5.42004 -0.19335 0.41349
34 C 5.50714 -1.57487 0.38464
35 C 4.39179 -2.39233 0.33233
36 C 3.14108 -1.79785 0.31033
37 N 6.84075 -2.19959 0.41038
38 O 7.81152 -1.46851 0.45960
39 O 6.90221 -3.41378 0.38095
40 H 4.03528 1.45708 0.40894
41 H 6.32041 0.40049 0.45212
42 H 4.51313 -3.46455 0.30961
43 H 2.24328 -2.39797 0.26834

- net charge = -1

Need the Mulliken charges? In units of e they are:
1 Pd -0.0656
2 Cl -0.1673
3 C 0.8155
4 C -1.1224
5 C 0.9075
6 Cl -0.1851
7 C 0.2138
8 Cl -0.2050
9 C 0.4003
10 Cl -0.1971
11 C 0.1382
12 Cl -0.2086
13 F -0.2131
14 C 0.6174
15 F -0.2279
16 F -0.2311
17 S 1.0383
18 O -0.5973
19 O -0.5936
20 N -0.5398
21 S 1.3794
22 O -0.6885
23 O -0.5943
24 C 0.5134
25 F -0.2165
26 F -0.2074
27 F -0.1784
28 O -0.6739
29 C 0.7121
30 O -0.7280
31 C 0.0952
32 C -0.4024
33 C -0.4348
34 C 0.1606
35 C -0.5723
36 C -0.3370
37 N 1.0015
38 O -0.6223
39 O -0.6214
40 H 0.4662
41 H 0.4655
42 H 0.4657
43 H 0.4403

C7H10O2S as an isolated structure. Source: the Open Molecules 2025 dataset; level of theory: ωB97M-V with the def2-TZVPD basis set.

Element x y z (Å)
1 C -3.62820 0.82108 2.86752
2 C -2.30722 -0.77669 0.37032
3 C -4.74067 0.66154 3.47708
4 C -0.21349 0.47436 0.99950
5 C -1.01814 1.01374 2.14711
6 C -0.96357 -0.20300 -0.13383
7 C -0.10921 -1.10305 -0.95049
8 O -5.80986 0.70095 4.00768
9 O -3.10180 -1.58885 -0.05573
10 S -2.40454 -0.20306 2.41907
11 H -7.29961 -1.85373 1.00096
12 H 0.31979 1.29536 0.47746
13 H 0.57941 -0.14841 1.41708
14 H -0.44848 1.26994 3.08251
15 H -1.41817 1.98840 1.87563
16 H -1.17799 0.58860 -0.88728
17 H 0.02618 -2.01089 -0.40590
18 H 0.83209 -0.63334 -1.22062
19 H -0.65036 -1.21790 -1.90209
20 H -7.16521 -1.56932 1.71157

Need the Mulliken charges? In units of e they are:
1 C -0.9578
2 C 0.3137
3 C 1.0323
4 C -0.9953
5 C -0.5783
6 C 0.8165
7 C -1.5092
8 O -0.5148
9 O -0.4752
10 S 0.0211
11 H 0.1097
12 H 0.3755
13 H 0.3385
14 H 0.4454
15 H 0.3522
16 H 0.1987
17 H 0.4099
18 H 0.3700
19 H 0.3535
20 H -0.1065

A 5-piece molecular cluster, C31H27F5IN2O2 overall. Source: the Open Molecules 2025 dataset; level of theory: ωB97M-V with the def2-TZVPD basis set.

Element x y z (Å)
1 O -6.37330 2.14811 1.17114
2 N -5.54826 2.89711 0.84588
3 O -4.77430 3.34134 1.95704
4 C -3.98170 2.35123 2.50004
5 C -3.65782 2.26761 3.92140
6 C -2.84325 1.18054 4.40293
7 I -2.32720 0.89673 6.48770
8 C -2.33550 0.17410 3.42965
9 N -2.66873 0.32715 2.12557
10 C -2.18837 -0.70847 1.16888
11 C -3.31186 -1.84729 1.12185
12 F -4.41031 -1.52736 1.96076
13 C -3.43588 1.32989 1.62675
14 H -4.02357 3.03436 4.63191
15 H -1.72646 -0.70625 3.72907
16 H -1.18968 -1.12209 1.43533
17 H -2.09930 -0.20944 0.17755
18 H -2.86346 -2.78357 1.53438
19 H -3.73052 -1.97028 0.08553
20 H -3.66963 1.33833 0.54544
21 F 1.13213 -1.52620 1.82468
22 C 1.76222 -0.66890 2.65804
23 C 3.04260 -0.95627 3.08736
24 C 3.69032 -0.07000 3.94037
25 C 3.04105 1.08704 4.36052
26 C 1.75257 1.35501 3.91940
27 C 1.10992 0.47915 3.06173
28 H 3.52739 -1.86599 2.75529
29 H 4.69758 -0.28125 4.27689
30 H 3.54117 1.77672 5.02956
31 H 1.24129 2.25344 4.24474
32 H 0.10769 0.69262 2.71147
33 F -3.21381 -1.66329 -1.85923
34 C -2.41615 -2.36411 -2.70330
35 C -1.13957 -2.70511 -2.29825
36 C -0.32396 -3.42639 -3.15989
37 C -0.79226 -3.78711 -4.41718
38 C -2.07679 -3.43256 -4.81195
39 C -2.89724 -2.72062 -3.94735
40 H -0.78864 -2.40759 -1.31650
41 H 0.67578 -3.70611 -2.85140
42 H -0.15388 -4.34609 -5.09055
43 H -2.43944 -3.71062 -5.79364
44 H -3.90392 -2.44296 -4.23412
45 F 6.29724 -1.06054 1.15157
46 C 5.58767 -0.98582 0.01123
47 C 5.86100 -1.86918 -1.01705
48 C 5.12330 -1.79344 -2.19180
49 C 4.12962 -0.82985 -2.32775
50 C 3.86929 0.05427 -1.28789
51 C 4.59908 -0.02741 -0.10874
52 H 6.64399 -2.60735 -0.89589
53 H 5.32337 -2.48470 -3.00124
54 H 3.55786 -0.76917 -3.24660
55 H 3.09766 0.80790 -1.39524
56 H 4.40381 0.64801 0.71547
57 F 0.44365 0.56416 -3.78156
58 C 0.20143 1.73477 -3.17054
59 C 0.66831 2.90624 -3.73771
60 C 0.41245 4.11658 -3.10610
61 C -0.29722 4.14070 -1.91068
62 C -0.75619 2.95614 -1.34950
63 C -0.51074 1.74485 -1.98543
64 H 1.22626 2.86737 -4.66481
65 H 0.76679 5.04080 -3.54515
66 H -0.49186 5.08549 -1.41726
67 H -1.30587 2.97489 -0.41472
68 H -0.86782 0.81075 -1.56811

- net charge = +1

Need the Mulliken charges? In units of e they are:
1 O -0.1546
2 N 0.1387
3 O -0.2640
4 C 0.0683
5 C -0.3916
6 C -0.7444
7 I 0.1874
8 C 0.0576
9 N 0.4037
10 C 0.3357
11 C -0.1795
12 F -0.3430
13 C 0.1355
14 H 0.4499
15 H 0.5109
16 H 0.1674
17 H -0.4316
18 H 0.3352
19 H 0.1656
20 H 0.6524
21 F -0.2958
22 C 0.4513
23 C -0.5528
24 C -0.5056
25 C -0.5593
26 C -0.6986
27 C -0.1308
28 H 0.4807
29 H 0.4256
30 H 0.4088
31 H 0.4190
32 H 0.5204
33 F -0.3195
34 C 0.3950
35 C 0.0166
36 C -0.6861
37 C -0.5351
38 C -0.4634
39 C -0.5132
40 H 0.4481
41 H 0.4195
42 H 0.3924
43 H 0.3873
44 H 0.4278
45 F -0.3296
46 C 0.1881
47 C -0.4599
48 C -0.4130
49 C -0.5114
50 C -0.3832
51 C -0.2828
52 H 0.4262
53 H 0.3845
54 H 0.4452
55 H 0.4436
56 H 0.4976
57 F -0.2919
58 C 0.1579
59 C -0.5021
60 C -0.4417
61 C -0.6339
62 C -0.1601
63 C -0.0527
64 H 0.4481
65 H 0.3890
66 H 0.3884
67 H 0.3984
68 H 0.2635

Which max |F| belongs to each record? In order, 2.93, 4.38, 6.31, 0.51, 3.70, 3.14 eV/A.
Which frontier orbital gap belongs to each record? In order, 6.571, 8.956, 9.230, 8.231, 7.663, 6.644 eV.